1.
Entry from the Open Molecules 2025 dataset: an isolated ion of composition C4H8N and charge +1 at a distorted geometry (ωB97M-V/def2-TZVPD).

Geometry as XYZ:
```
13
C4H8N | the Open Molecules 2025 dataset | ωB97M-V/def2-TZVPD
N 0.38 0.62 -0.85
C -0.43 1.60 -0.98
C -0.23 -0.24 1.47
C 0.49 -1.72 -0.44
C 0.17 -0.51 0.05
H 0.93 -1.81 -1.42
H 0.63 -0.06 2.12
H 1.27 0.69 -1.34
H -1.00 1.91 -0.10
H -0.77 0.71 1.43
H -0.46 2.31 -1.81
H -0.97 -0.93 1.83
H 0.00 -2.56 0.03
```

Summary:
Electronic energy, a.u.: -211.63477
Charge: +1
Lowest unoccupied orbital energy, eV: -5.784
Structure (SMILES): C=[NH+]C(=C)C

***

2.
Entry from the Open Molecules 2025 dataset: C4H8N as an isolated structure at a distorted geometry (ωB97M-V/def2-TZVPD).

Geometry as XYZ:
```
13
C4H8N | the Open Molecules 2025 dataset | ωB97M-V/def2-TZVPD
N 0.54 -0.45 -0.17
C -1.78 -0.30 -0.20
C 1.79 0.14 0.04
C -0.91 0.79 -0.39
C -0.60 -0.08 0.77
H -0.82 -0.04 1.91
H 0.32 -1.32 -0.68
H 1.96 0.80 -0.89
H -2.78 -0.05 0.34
H 2.76 -0.51 -0.08
H 1.90 0.75 0.93
H -1.89 -1.24 -0.63
H -0.48 1.50 -0.95
```

Summary:
Electronic energy, a.u.: -211.53483
Charge: +1
Lowest unoccupied orbital energy, eV: -5.096

***

3.
Entry from the Open Molecules 2025 dataset: an isolated ion of composition C4H8N and charge +1 at a distorted geometry (ωB97M-V/def2-TZVPD).

Geometry as XYZ:
```
13
C4H8N | the Open Molecules 2025 dataset | ωB97M-V/def2-TZVPD
N 0.07 1.22 0.10
C -1.28 -0.96 -0.25
C -1.26 0.52 0.26
C 2.52 -0.19 0.12
C 1.34 0.57 -0.02
H -1.95 1.05 -0.53
H 2.93 -0.32 1.15
H -2.29 -1.46 -0.20
H -1.19 -0.80 -1.34
H -1.37 0.62 1.33
H -0.68 -1.72 0.33
H 3.15 -0.65 -0.63
H 0.00 2.11 -0.31
```

Summary:
2S+1: 3
Electronic energy, a.u.: -211.45141
Charge: +1
⟨S²⟩: 2.008
Lowest unoccupied orbital energy (spin up / spin down), eV: -5.277 / -8.798

***

4.
Entry from the Open Molecules 2025 dataset: a 2-piece molecular cluster, C4H8N10 overall at a distorted geometry (ωB97M-V/def2-TZVPD).

Geometry as XYZ:
```
22
C4H8N10 | the Open Molecules 2025 dataset | ωB97M-V/def2-TZVPD
N 2.76 2.72 -1.15
N 4.11 -2.10 2.42
N 3.53 -1.18 2.02
N 2.80 1.78 -0.49
N 2.95 3.70 -1.71
N -1.96 0.03 1.16
N 2.09 0.23 0.96
N 3.15 -0.60 1.13
N 1.92 1.14 0.15
N -3.30 -0.26 1.11
C -1.61 -0.60 -1.13
C -2.98 -1.29 -1.08
C -3.80 -0.77 0.08
C -1.16 -0.02 0.15
H -4.88 -0.91 0.17
H -1.76 0.38 -1.73
H -1.72 0.55 2.10
H -2.88 -2.39 -0.91
H -1.01 -1.20 -1.89
H -3.42 -1.04 -2.11
H 4.33 -2.35 3.38
H 2.83 4.19 -2.60
```

Summary:
Electronic energy, a.u.: -703.61637
Charge: +2
Lowest unoccupied orbital energy (spin up / spin down), eV: -8.365 / -9.231

***

5.
Entry from the Open Molecules 2025 dataset: one molecule with the formula C4H8N2 at a distorted geometry (ωB97M-V/def2-TZVPD).

Geometry as XYZ:
```
14
C4H8N2 | the Open Molecules 2025 dataset | ωB97M-V/def2-TZVPD
N 0.43 0.23 -0.25
N 1.61 -0.37 -0.22
C 2.77 0.40 0.08
C -0.69 -0.43 -0.29
C -3.26 0.04 0.11
C -1.96 0.37 -0.10
H -3.68 -1.03 0.21
H 3.55 -0.45 0.12
H 3.34 1.10 -0.63
H -3.92 0.89 0.19
H -1.80 1.40 -0.19
H -0.72 -1.57 -0.30
H 1.70 -1.38 0.18
H 2.64 0.79 1.10
```

Summary:
Electronic energy, a.u.: -266.61228
Lowest unoccupied orbital energy, eV: 1.082
Structure (SMILES): C=C/C=N/NC

***

6.
Entry from the Open Molecules 2025 dataset: C4H8N2 as an isolated structure at a distorted geometry (ωB97M-V/def2-TZVPD).

Geometry as XYZ:
```
14
C4H8N2 | the Open Molecules 2025 dataset | ωB97M-V/def2-TZVPD
N 0.92 0.41 -0.68
N 0.93 -0.66 0.17
C -0.41 0.91 -0.03
C 0.83 0.10 -2.10
C -0.64 -0.72 2.13
C -0.06 -0.20 0.88
H -1.27 0.73 -0.68
H -1.60 -1.19 1.92
H 1.74 -0.42 -2.41
H -0.02 -0.55 -2.34
H 0.03 -1.45 2.58
H -0.41 1.91 0.41
H -0.79 0.11 2.83
H 0.74 1.02 -2.68
```

Summary:
Electronic energy, a.u.: -266.63823
Lowest unoccupied orbital energy, eV: 0.996

***

7.
Entry from the Open Molecules 2025 dataset: a 2-piece molecular cluster, C4H8N2 overall at a distorted geometry (ωB97M-V/def2-TZVPD).

Geometry as XYZ:
```
14
C4H8N2 | the Open Molecules 2025 dataset | ωB97M-V/def2-TZVPD
N -1.48 -1.27 2.44
N 0.79 -0.16 0.10
C -0.33 -0.02 -0.47
C -0.41 0.64 -1.78
C -0.43 -1.16 1.97
C 0.86 -0.98 1.28
H -0.34 -0.44 -2.11
H 0.12 2.23 -0.27
H 0.47 1.18 -2.13
H 1.58 -0.53 1.98
H 0.55 1.81 0.18
H 1.25 -1.96 1.00
H -1.35 1.11 -2.06
H -1.28 -0.45 -0.14
```

Summary:
Electronic energy, a.u.: -266.61323
Lowest unoccupied orbital energy, eV: 1.014
Structure (SMILES): C/C=N/CC#N.[H][H]

***

8.
Entry from the Open Molecules 2025 dataset: a 2-piece molecular cluster, C4H8N2 overall at a distorted geometry (ωB97M-V/def2-TZVPD).

Geometry as XYZ:
```
14
C4H8N2 | the Open Molecules 2025 dataset | ωB97M-V/def2-TZVPD
N 0.42 -0.04 0.03
N -1.30 1.73 2.38
C 1.07 -1.22 -0.58
C -0.30 -0.29 1.15
C 0.60 1.11 -0.57
C -0.86 0.80 1.85
H 1.06 -1.11 -1.66
H 0.17 2.00 -0.13
H -0.32 -1.29 1.54
H -2.25 0.08 -0.70
H 1.19 1.15 -1.48
H -2.07 0.50 -1.29
H 0.51 -2.11 -0.30
H 2.09 -1.30 -0.22
```

Summary:
Electronic energy, a.u.: -266.60873
Lowest unoccupied orbital energy, eV: 0.414

***

9.
Entry from the Open Molecules 2025 dataset: one molecule with the formula C4H8N2 at a distorted geometry (ωB97M-V/def2-TZVPD).

Geometry as XYZ:
```
14
C4H8N2 | the Open Molecules 2025 dataset | ωB97M-V/def2-TZVPD
N 2.56 -0.42 0.78
N -0.31 -0.03 -0.26
C -1.09 -0.92 0.65
C 0.92 -0.37 -1.22
C 1.99 -0.44 -0.23
C -0.48 1.34 0.24
H -0.87 -0.81 1.74
H -1.00 -1.98 0.42
H -0.22 1.51 1.31
H -1.54 1.64 0.16
H -2.17 -0.67 0.58
H 0.11 2.04 -0.34
H 1.20 0.40 -2.01
H 0.90 -1.32 -1.82
```

Summary:
Electronic energy, a.u.: -266.64400
Lowest unoccupied orbital energy, eV: 0.750
Structure (SMILES): CN(C)CC#N

***

10.
Entry from the Open Molecules 2025 dataset: one molecule with the formula C4H8N2 at a distorted geometry (ωB97M-V/def2-TZVPD).

Geometry as XYZ:
```
14
C4H8N2 | the Open Molecules 2025 dataset | ωB97M-V/def2-TZVPD
N -1.55 -0.48 -1.25
N 1.78 -1.41 -1.41
C -0.33 0.65 0.56
C -0.48 -0.64 -0.28
C 0.80 -1.06 -0.90
C 1.04 0.82 1.22
H 1.02 1.66 1.92
H -1.12 0.63 1.31
H -1.73 -1.36 -1.74
H 1.81 1.02 0.47
H -0.54 1.50 -0.09
H -0.76 -1.46 0.39
H 1.34 -0.07 1.77
H -1.27 0.19 -1.96
```

Summary:
Electronic energy, a.u.: -266.71221
Lowest unoccupied orbital energy, eV: 0.901
Structure (SMILES): CC[C@@H](N)C#N

***

11.
Entry from the Open Molecules 2025 dataset: one molecule with the formula C4H8N2 at a distorted geometry (ωB97M-V/def2-TZVPD).

Geometry as XYZ:
```
14
C4H8N2 | the Open Molecules 2025 dataset | ωB97M-V/def2-TZVPD
N -0.39 0.05 -0.17
N 2.47 0.44 0.52
C -0.30 1.33 0.51
C 0.65 -0.43 -0.81
C -1.52 -0.81 0.16
C 2.09 -0.18 -0.50
H -0.25 2.14 -0.22
H -2.47 -0.32 -0.04
H -1.45 -1.74 -0.41
H -1.46 -1.05 1.23
H 2.71 -0.86 -1.14
H -1.17 1.47 1.15
H 0.45 -1.35 -1.36
H 0.66 1.33 1.07
```

Summary:
Electronic energy, a.u.: -266.59164
Lowest unoccupied orbital energy (spin up / spin down), eV: 0.202 / 0.059

***

12.
Entry from the Open Molecules 2025 dataset: a 2-piece molecular cluster, C4H8N2 overall at a distorted geometry (ωB97M-V/def2-TZVPD).

Geometry as XYZ:
```
14
C4H8N2 | the Open Molecules 2025 dataset | ωB97M-V/def2-TZVPD
N -0.26 0.94 0.89
N 0.23 -0.28 0.74
C 1.17 0.09 -2.23
C -0.04 -1.58 0.85
C -1.73 1.24 1.04
C 2.37 0.18 -2.33
H 3.38 -0.05 -2.52
H 0.14 -0.08 -2.11
H -0.93 -2.10 0.90
H 1.24 -0.17 0.64
H -2.16 1.07 2.00
H -1.93 2.27 0.84
H -2.38 0.57 0.46
H 0.91 -2.10 0.84
```

Summary:
Electronic energy, a.u.: -266.51398
Lowest unoccupied orbital energy, eV: 0.988

***

13.
Entry from the Open Molecules 2025 dataset: a 2-piece molecular cluster, C4H8N2 overall at a distorted geometry (ωB97M-V/def2-TZVPD).

Geometry as XYZ:
```
14
C4H8N2 | the Open Molecules 2025 dataset | ωB97M-V/def2-TZVPD
N 0.21 1.17 0.10
N 2.24 -0.39 -1.12
C -0.69 0.34 0.22
C -2.13 0.68 0.66
C -0.79 -1.11 -0.09
C 3.22 0.20 -0.69
H -2.08 0.94 1.67
H -1.50 -1.64 0.49
H -1.01 -1.27 -1.11
H 3.42 1.01 0.00
H -2.56 1.61 0.13
H -2.88 -0.07 0.64
H 4.33 -0.10 -0.85
H 0.22 -1.38 -0.03
```

Summary:
Electronic energy, a.u.: -266.53745
Lowest unoccupied orbital energy (spin up / spin down), eV: 0.041 / -0.267

***

14.
Entry from the Open Molecules 2025 dataset: one molecule with the formula C4H8N2 at a distorted geometry (ωB97M-V/def2-TZVPD).

Geometry as XYZ:
```
14
C4H8N2 | the Open Molecules 2025 dataset | ωB97M-V/def2-TZVPD
N -0.11 0.67 -0.36
N -1.19 0.34 0.63
C 1.99 -1.13 0.03
C -2.23 -0.17 -0.21
C 1.02 1.35 0.01
C 1.24 0.14 -0.02
H -1.71 -0.93 -0.79
H 1.49 -1.99 0.39
H -1.44 1.36 0.92
H 2.53 -1.22 -0.89
H 2.84 -0.93 0.61
H -3.12 -0.44 0.32
H -2.65 0.57 -0.91
H 1.34 2.38 0.27
```

Summary:
2S+1: 3
Electronic energy, a.u.: -266.39671
⟨S²⟩: 2.008
Lowest unoccupied orbital energy (spin up / spin down), eV: 1.126 / -1.016

***

15.
Entry from the Open Molecules 2025 dataset: an isolated ion of composition C4H8N2 and charge +2 at a distorted geometry (ωB97M-V/def2-TZVPD).

Geometry as XYZ:
```
14
C4H8N2 | the Open Molecules 2025 dataset | ωB97M-V/def2-TZVPD
N 2.12 0.68 0.00
N -0.65 1.41 0.09
C -0.12 -0.63 0.03
C 1.26 -0.58 0.12
C -1.29 0.33 -0.05
C -2.58 -0.26 -0.08
H 1.51 -1.27 -0.61
H 1.50 -1.27 0.90
H -2.84 -0.43 -1.18
H 1.52 1.48 0.47
H 2.29 1.10 -0.88
H -3.35 0.36 0.43
H 3.10 0.45 0.53
H -2.46 -1.37 0.23
```

Summary:
Electronic energy, a.u.: -265.77436
Charge: +2
Lowest unoccupied orbital energy (spin up / spin down), eV: -12.302 / -12.329

***

16.
Entry from the Open Molecules 2025 dataset: one molecule with the formula C4H8N2O (ωB97M-V/def2-TZVPD).

Geometry as XYZ:
```
15
C4H8N2O | the Open Molecules 2025 dataset | ωB97M-V/def2-TZVPD
O 1.37 1.41 -1.45
N 0.04 -0.28 -2.14
N -0.81 -0.12 0.82
C -0.60 0.98 -0.13
C 0.18 -1.18 0.93
C 0.38 0.73 -1.28
C 0.06 -0.15 1.98
H -0.23 -2.18 1.08
H -0.42 -0.37 2.93
H -1.58 1.23 -0.57
H 1.06 -1.14 0.29
H -0.72 -0.91 -1.96
H 0.85 0.59 2.03
H 0.66 -0.47 -2.91
H -0.23 1.87 0.38
```

Summary:
Electronic energy, a.u.: -341.93274
Lowest unoccupied orbital energy, eV: 0.970
Structure (SMILES): NC(=O)CN1CC1

***

17.
Entry from the Open Molecules 2025 dataset: C4H8N2O as an isolated structure (ωB97M-V/def2-TZVPD).

Geometry as XYZ:
```
15
C4H8N2O | the Open Molecules 2025 dataset | ωB97M-V/def2-TZVPD
O 0.35 0.04 -0.56
N -0.24 -2.17 -1.78
N -0.74 -1.49 0.87
C 0.02 1.33 -1.06
C 0.52 0.42 2.03
C -0.09 -0.50 1.06
C -0.72 -1.30 -1.06
H 0.28 0.09 3.04
H -0.99 1.64 -0.76
H -1.68 -0.82 -1.17
H 0.09 1.32 -2.15
H 0.74 2.06 -0.67
H 1.61 0.44 1.90
H 0.69 -2.51 -1.57
H 0.15 1.44 1.89
```

Summary:
Electronic energy, a.u.: -341.82070
Lowest unoccupied orbital energy, eV: 0.797